Record 1
The ion CH2NO3S with charge -1. Source: the OMol25 dataset; level of theory: wB97M-V/def2-TZVPD.

```
8
Properties=species:S:1:pos:R:3:forces:R:3
C -1.019136 -0.688019 -0.794780 -0.75 -0.69 -0.38
N -1.087149 -0.619304 0.435420 0.58 1.25 3.48
O 0.557237 1.743508 -0.163092 0.89 -0.82 0.69
O 2.139618 0.991523 1.595124 0.51 0.44 1.57
O 0.107562 -0.381197 1.177875 -1.18 -0.69 -0.72
S 1.402275 0.649876 0.412556 -1.38 0.39 -2.67
H -1.916390 -0.817239 -1.322486 -1.48 -0.14 -0.49
H -0.184015 -0.879148 -1.340616 2.81 0.25 -1.48
```
Positions in Å, forces in eV/Å.

Summary:
multiplicity = 1
net charge = -1



Record 2
A structure of composition H26O21SV2. Source: the OMol25 dataset; level of theory: wB97M-V/def2-TZVPD.

```
50
Properties=species:S:1:pos:R:3:forces:R:3
O -2.382449 3.565049 -0.973568 2.42 -2.40 -2.63
V -1.457699 2.541747 -1.871795 1.17 2.41 4.23
O 0.041033 3.156501 -1.847639 -2.77 -0.58 -1.17
O 3.822885 -0.793061 0.555029 -0.39 2.60 -2.47
V 3.601116 0.531418 -0.352187 3.41 -2.85 1.49
O 5.040938 0.829313 -1.072083 -3.07 -0.17 1.26
S 0.211720 0.066743 -0.254507 -2.68 -2.18 1.89
O -0.229750 -0.728877 0.914169 0.60 0.75 -1.44
O -0.728975 1.156962 -0.509999 -0.96 0.49 -1.05
O 1.497109 0.603123 0.068561 2.94 1.80 -0.50
O 0.271119 -0.803278 -1.445241 0.23 0.67 -0.95
O 3.816816 1.849464 1.386794 0.20 0.26 -1.57
H 4.530068 2.190813 1.926218 0.61 -0.10 -0.34
H 3.074543 1.778926 1.987037 -1.25 -0.56 0.92
O 0.300873 -3.245949 -0.913731 0.27 -1.25 -0.29
H 0.420016 -2.316813 -1.110580 0.00 0.35 0.06
H 0.438861 -3.688328 -1.751281 0.18 -0.33 -0.13
O 0.899613 3.659425 0.817028 -0.01 0.16 0.28
H 1.793878 3.998129 0.859539 0.23 0.17 0.01
H 0.978517 2.832610 0.341239 -0.12 -0.14 -0.15
O 1.749922 0.924540 2.678490 0.24 0.13 0.29
H 1.215255 0.546034 3.376400 -0.16 0.03 0.44
H 1.249968 0.762556 1.878468 -0.12 -0.01 0.03
O -1.553946 -3.795118 0.843232 -0.61 -0.57 0.76
H -1.403951 -2.931106 1.226903 -0.16 0.20 0.00
H -1.027579 -3.797357 0.043751 0.33 0.21 -0.26
O -1.800710 1.826861 1.749991 -0.41 0.39 0.48
H -1.599846 1.072770 2.304270 -0.04 -0.04 0.51
H -1.685047 1.505125 0.855925 -0.14 0.11 0.12
O 2.674567 -0.141359 -2.328337 1.26 0.47 0.66
H 2.660100 0.482515 -3.054150 0.41 0.36 -0.29
H 1.759349 -0.397138 -2.213455 -0.88 -0.53 0.39
O 0.862648 -2.847142 2.619048 0.14 0.11 0.61
H 0.763628 -2.091999 2.039237 0.17 0.13 -0.35
H 0.471766 -3.574426 2.134789 -0.23 -0.33 -0.24
O -2.421070 -1.389849 -2.594842 -0.26 0.42 -0.54
H -1.698690 -1.088782 -2.043705 0.19 -0.26 0.71
H -2.134084 -2.242340 -2.922131 -0.15 -0.34 -0.01
O -2.869954 -0.742980 0.604363 -0.69 -0.17 -0.47
H -3.352892 -0.130356 1.159068 -0.17 0.20 0.21
H -1.998361 -0.786913 0.997598 0.15 -0.08 0.03
O -1.076681 -0.523775 3.509857 -0.11 0.48 0.34
H -0.735391 -0.710688 2.635314 0.23 -0.23 -0.21
H -0.822161 -1.283112 4.034138 0.05 -0.33 0.15
O -0.735583 0.776522 -3.295725 -0.66 1.48 -0.72
H -0.327237 -0.008414 -2.930534 0.35 -0.39 0.73
H -1.362194 0.444166 -3.938477 -0.26 -0.20 -0.36
O -3.327812 1.280158 -1.995507 0.73 0.25 -0.75
H -4.252307 1.258881 -1.748339 -0.20 0.43 0.39
H -3.161938 0.418808 -2.378639 0.01 -0.98 -0.10
```
Positions in Å, forces in eV/Å.

Summary:
multiplicity = 1
net charge = 0



Record 3
The ion C5H6PS with charge -1. Source: the OMol25 dataset; level of theory: wB97M-V/def2-TZVPD.

```
13
Properties=species:S:1:pos:R:3:forces:R:3
C -0.271298 0.294252 -1.064927 -1.14 -0.08 0.88
C -0.431899 2.849666 0.741460 -0.72 -0.74 0.35
C 0.155284 -0.549764 -0.002806 0.38 0.49 -0.77
C 0.373577 -0.027170 1.205295 0.72 -0.82 1.01
C 0.572859 -1.976885 -0.278530 0.10 0.11 0.26
P -0.882739 1.815922 -0.467245 0.96 1.06 -1.53
S 0.498363 -0.240742 2.787679 -0.27 0.13 0.07
H -0.660939 -0.136703 -1.977769 -0.09 0.01 -0.15
H -0.581274 2.422547 1.731984 0.36 -0.06 0.17
H 1.526676 -2.193651 0.199802 0.03 -0.10 0.01
H 0.667890 -2.156807 -1.348567 -0.01 0.05 -0.04
H -0.172083 -2.658661 0.132732 -0.04 -0.12 0.02
H -0.794418 2.557996 -1.659108 -0.29 0.06 -0.29
```
Positions in Å, forces in eV/Å.

Summary:
multiplicity = 1
net charge = -1



Record 4
The ion C4H4NO3 with charge -1. Source: the OMol25 dataset; level of theory: wB97M-V/def2-TZVPD.

```
12
Properties=species:S:1:pos:R:3:forces:R:3
C -1.327133 0.011001 0.403839 1.56 3.92 1.08
C 0.007293 0.291996 -0.257976 -0.73 -3.55 -0.41
O -0.200668 0.034179 -1.633994 -0.38 2.07 0.04
C 0.712212 1.439474 0.151891 2.31 3.79 0.68
N 1.433167 2.294768 0.508541 -1.81 -1.69 -0.79
C 1.058571 -0.872652 0.221146 -0.66 0.00 -0.99
O 1.446316 -1.535113 -0.759909 0.42 -0.40 -0.20
O 1.273670 -0.965578 1.408435 0.26 -0.09 1.34
H -1.239298 0.092736 1.462679 0.09 0.19 0.96
H -2.004484 0.770438 0.056955 -0.70 0.15 -0.19
H -1.633935 -0.918085 0.202408 -1.16 -3.49 -1.16
H 0.474285 -0.643166 -1.764019 0.81 -0.90 -0.36
```
Positions in Å, forces in eV/Å.

Summary:
SMILES string = C[C@@](O)(C#N)C(=O)[O-]
multiplicity = 1
net charge = -1



How do the records compare in energy relative to the best compared isomer or geometry (same formula, charge and spin)? In the order shown, they have 62.3, 24.8, 112.6, 0.0 kcal per mole.
How do the records compare in E? In the order shown, they have -717.9421, -3881.9136, -933.4922, -435.3635 Eh.